# 1
Formula: C4H14NO2
Source: OMol25
Level of theory: ωB97M-V with the def2-TZVPD basis set

Geometry as XYZ:
```
21
Properties=species:S:1:pos:R:3:forces:R:3
C 0.10005 2.14509 -1.11851 0.434 3.722 -2.556
C -0.24771 0.71541 -0.96690 -0.490 0.284 3.838
C -0.49121 0.44125 0.57290 0.513 -1.759 -0.788
C -1.70847 -1.49342 1.53678 3.015 -0.685 -3.753
N -0.88551 -1.00201 0.62817 -3.295 0.326 1.760
H 0.65632 2.30799 -2.10677 -0.601 -0.267 1.319
H 0.66094 2.78834 -0.38095 -0.027 -1.768 -0.095
H -0.74647 2.84249 -1.24199 -0.293 -0.692 -0.079
H 0.60799 0.14952 -1.20748 0.648 -0.830 -0.561
H -1.16799 0.30463 -1.40633 0.521 0.711 -0.653
H -1.21564 1.09429 1.05833 -0.270 -0.176 -0.127
H 0.36616 0.31185 1.26217 0.281 1.281 -0.762
H -2.36045 -0.77768 1.97174 -0.215 0.063 1.516
H -1.58712 -2.59736 1.54835 -1.372 0.753 0.541
H -0.70739 -1.55346 -0.22269 1.255 -0.399 0.385
H -0.12115 -2.62670 -2.68057 0.435 1.469 1.360
H 1.09123 -1.76947 -2.22330 -0.694 -0.069 0.185
O 0.13843 -1.89399 -2.03131 0.124 -1.866 -1.533
H 2.29211 -0.56477 2.48344 0.675 0.349 -0.129
H 3.03372 0.77726 2.01918 0.076 -0.531 0.057
O 2.29217 0.40076 2.50575 -0.721 0.084 0.076
```
Positions in Å, forces in eV/Å.

Values from the calculation:
energy relative to the best compared isomer or geometry (same formula, charge and spin): 70.49 kcal/mol
E: -9951.704 eV
orbital gap: 9.72 eV
multiplicity: 1
lowest unoccupied orbital energy: -0.186 hartree
E_HOMO: -14.786 eV
net charge: +1



# 2
Formula: CH2IOP
Source: OMol25
Level of theory: ωB97M-V with the def2-TZVPD basis set

Geometry as XYZ:
```
6
Properties=species:S:1:pos:R:3:forces:R:3
C -1.33773 0.39773 -1.24437 -0.542 1.131 2.459
O 1.74321 -1.19149 2.23140 -0.584 -0.855 0.606
P 2.61152 -0.17584 1.65998 0.840 0.639 -0.291
I 0.63349 0.76780 -0.35484 -1.683 -0.125 -1.016
H -1.46451 -0.51784 -1.81059 0.109 0.013 0.089
H -2.18599 0.71964 -0.48158 1.860 -0.803 -1.848
```
Positions in Å, forces in eV/Å.

Values from the calculation:
energy relative to the best compared isomer or geometry (same formula, charge and spin): 75.08 kcal/mol
E: -20502.503 eV
orbital gap (alpha / beta): 6.08 / 7.66 eV
multiplicity: 1
lowest unoccupied orbital energy (alpha / beta): -0.046 / -0.037 hartree
E_HOMO (alpha / beta): -7.349 / -8.657 eV
net charge: 0



# 3
Formula: C2H3ClSi
Source: OMol25
Level of theory: ωB97M-V with the def2-TZVPD basis set

Geometry as XYZ:
```
7
Properties=species:S:1:pos:R:3:forces:R:3
C 0.07921 0.40160 0.25983 1.126 -0.574 1.504
C 0.54186 1.35705 1.34288 -0.949 -4.376 -2.067
Si -0.24533 -1.35254 -0.32924 0.909 2.345 1.287
Cl 0.83676 2.80725 0.55751 0.364 2.022 -0.331
H -0.08710 1.01925 -0.63033 -0.718 -0.415 -0.542
H -1.67200 -1.63227 -0.34779 -0.328 -0.237 -0.584
H 0.54660 -2.60035 -0.85287 -0.403 1.235 0.734
```
Positions in Å, forces in eV/Å.

Values from the calculation:
energy relative to the best compared isomer or geometry (same formula, charge and spin): 136.62 kcal/mol
E: -22515.921 eV
orbital gap (alpha / beta): 5.80 / 5.81 eV
multiplicity: 1
lowest unoccupied orbital energy (alpha / beta): -0.080 / -0.079 hartree
E_HOMO (alpha / beta): -7.968 / -7.969 eV
net charge: 0



# 4
Formula: C8H12N2S
Source: OMol25
Level of theory: ωB97M-V with the def2-TZVPD basis set

Geometry as XYZ:
```
23
Properties=species:S:1:pos:R:3:forces:R:3
C 2.94794 -2.64879 1.16385 0.028 -0.522 -0.080
C 1.77544 1.34683 0.03343 -0.470 -1.695 1.377
C -0.53384 0.58903 0.74680 1.417 -0.107 1.688
C 0.34920 1.75762 0.25495 0.493 -2.035 -2.667
C 0.03068 -0.75444 0.31215 -0.885 -0.791 -1.493
C -0.11193 2.37790 -1.08119 1.394 0.217 -1.942
C -0.84035 -2.02318 0.63907 -0.993 1.979 1.440
C 2.22638 -1.76549 0.18518 1.270 -0.290 -1.021
N 3.45165 -3.34985 1.93351 -0.355 0.665 -0.706
N 1.31935 -0.99230 0.91171 -0.195 2.365 -1.159
S 3.20632 1.22495 -0.52669 -0.937 0.344 0.265
H -0.41620 0.68557 1.87147 -0.727 -0.538 -1.088
H -1.54107 0.78028 0.40427 -0.387 -0.162 0.159
H 0.10366 2.50580 0.89299 0.740 2.392 2.538
H 0.03014 -0.69015 -0.84378 0.410 -0.256 1.171
H -0.88832 3.21588 -0.98515 1.394 -1.223 -0.120
H -0.48689 1.56484 -1.72009 -0.268 0.347 0.095
H 0.89215 2.66328 -1.62387 -2.350 0.365 0.739
H -1.52312 -2.26308 -0.15410 -0.204 -0.222 -0.532
H -1.50609 -1.87946 1.57538 1.415 -0.327 -1.222
H -0.07670 -2.75617 0.76970 -0.186 -1.082 0.297
H 3.13066 -1.01464 -0.20311 -1.339 -1.156 0.128
H 1.86111 -2.44037 -0.76413 0.735 1.732 2.132
```
Positions in Å, forces in eV/Å.

Values from the calculation:
energy relative to the best compared isomer or geometry (same formula, charge and spin): 123.93 kcal/mol
E: -22300.484 eV
orbital gap (alpha / beta): 6.77 / 6.78 eV
multiplicity: 1
lowest unoccupied orbital energy (alpha / beta): -0.038 / -0.038 hartree
E_HOMO (alpha / beta): -7.803 / -7.813 eV
net charge: 0



# 5
Formula: C20H30IrN3O5P
Source: OMol25
Level of theory: ωB97M-V with the def2-TZVPD basis set

Geometry as XYZ:
```
60
Properties=species:S:1:pos:R:3:forces:R:3
N 0.19856 2.23578 -1.12147 -0.424 2.587 0.054
C 0.17071 3.34961 -1.48568 -0.150 -2.056 0.483
C 0.12617 4.67569 -2.05927 0.150 0.420 -0.019
H 1.14107 5.09576 -2.08212 -0.218 -0.099 -0.003
H -0.51817 5.35002 -1.47802 0.102 -0.246 -0.131
H -0.25765 4.60362 -3.08606 0.030 0.020 0.205
N -1.59857 -0.23441 -1.60872 -2.155 -0.859 -0.360
C -2.46132 -0.80698 -2.15335 0.898 1.167 0.906
C -3.53046 -1.50723 -2.83682 -0.186 -0.159 -0.293
H -4.49140 -1.28380 -2.35004 0.255 -0.044 -0.186
H -3.35492 -2.59388 -2.81106 -0.008 0.314 0.029
H -3.56626 -1.18114 -3.88884 -0.050 -0.069 0.346
N 2.80244 -1.29735 -2.20144 3.352 -3.237 -1.886
C 3.54335 -2.08835 -2.62859 -0.821 0.321 0.150
C 4.39614 -3.11564 -3.20473 0.188 0.087 0.017
H 3.86193 -3.60937 -4.02991 0.046 0.159 0.197
H 4.66650 -3.86944 -2.44717 -0.084 0.298 -0.160
H 5.30992 -2.64576 -3.60232 -0.205 -0.132 0.151
Ir 1.34413 -0.08875 -1.76347 -1.255 1.697 2.134
C 0.22103 -1.61707 -2.16392 -2.910 -5.343 -1.728
O -0.30539 -2.56578 -2.57766 2.062 2.950 1.236
C 0.44947 0.96156 -3.05688 -3.183 2.832 -5.689
O -0.17744 1.51114 -3.87055 2.355 -2.090 3.075
C -1.39182 1.07756 2.26160 -0.784 0.987 -0.209
C -0.13281 1.06614 2.87601 0.453 0.668 0.534
C 0.48334 -0.16380 3.16837 0.938 -0.168 0.215
C -0.14242 -1.38316 2.83770 0.463 -0.436 0.349
C -1.40263 -1.35584 2.22431 -0.508 -0.817 0.081
C -2.02949 -0.13306 1.93436 -0.753 -0.005 -0.561
H -1.92075 2.02301 2.09621 0.221 -0.240 -0.020
H 0.33352 2.00166 3.19671 -0.056 -0.211 -0.145
H 1.46248 -0.17333 3.64766 -0.149 0.005 0.033
H 0.33214 -2.33717 3.09557 -0.136 0.282 -0.092
H -1.92948 -2.28934 2.04795 0.008 -0.010 -0.134
H -3.02206 -0.12354 1.47859 0.186 0.019 0.119
C 5.10475 -0.62293 1.73506 0.232 -0.125 0.021
C 4.13067 -0.66737 0.57974 0.500 -0.106 0.046
O 3.63224 0.68580 0.36385 -0.502 0.086 -0.989
P 3.07502 1.21191 -1.05653 4.032 2.588 1.279
O 2.94492 2.79681 -0.81672 -0.107 -1.351 0.201
C 3.40179 3.48765 0.41101 0.266 0.058 -0.117
C 2.50823 3.16758 1.59632 0.053 -0.032 0.532
O 4.35134 1.02800 -2.01916 -1.419 -0.107 1.016
C 4.67006 1.68897 -3.28552 0.754 0.241 -0.520
C 3.59030 2.57893 -3.83709 -0.096 0.266 0.150
H 5.95534 0.03302 1.51406 -0.227 -0.159 -0.005
H 5.49384 -1.63386 1.89931 -0.015 0.165 0.026
H 4.64751 -0.28342 2.66996 -0.039 -0.027 -0.178
H 4.62721 -1.02374 -0.33299 -0.054 0.222 0.301
H 3.28775 -1.34171 0.79005 -0.040 0.213 -0.061
H 4.45307 3.21619 0.60494 -0.477 0.080 -0.101
H 3.36621 4.55841 0.16653 -0.070 -0.452 -0.109
H 2.82488 2.22831 2.07696 -0.092 0.297 -0.150
H 2.61667 3.98019 2.33483 -0.158 -0.326 -0.228
H 1.44841 3.07847 1.29635 0.351 0.256 -0.035
H 4.92310 0.90033 -4.00384 -0.112 -0.002 0.342
H 5.58722 2.27068 -3.10640 -0.324 -0.290 0.064
H 3.48052 3.47619 -3.21511 -0.137 -0.214 -0.246
H 3.88481 2.89363 -4.84492 -0.118 -0.064 0.190
H 2.63598 2.03990 -3.91041 0.130 0.191 -0.125
```
Positions in Å, forces in eV/Å.

Values from the calculation:
energy relative to the best compared isomer or geometry (same formula, charge and spin): 16.70 kcal/mol
E: -48011.923 eV
orbital gap (alpha / beta): 4.69 / 2.56 eV
multiplicity: 6
lowest unoccupied orbital energy (alpha / beta): -0.516 / -0.676 hartree
E_HOMO (alpha / beta): -18.724 / -20.970 eV
net charge: +4



# 6
Formula: C4H8N2O2
Source: OMol25
Level of theory: ωB97M-V with the def2-TZVPD basis set

Geometry as XYZ:
```
16
Properties=species:S:1:pos:R:3:forces:R:3
C -0.63187 -0.33306 1.51563 0.065 0.139 -0.342
C 1.61093 0.62343 -0.20911 -0.031 0.003 0.025
C -1.43014 0.79467 0.12603 0.106 -0.121 0.082
C 0.62626 -0.49497 -0.39585 -0.194 0.017 -0.217
N -0.69768 0.03300 -1.01022 0.080 -0.021 0.369
O -2.00617 -0.04574 0.96968 0.224 0.139 -0.170
N 1.00154 -1.69311 -0.61021 -0.165 0.221 0.100
O -1.51557 1.98425 0.00214 0.072 -0.369 -0.023
H -1.26784 -0.75074 -1.33023 0.056 0.020 0.058
H -0.53391 0.67201 -1.79164 0.025 -0.023 0.102
H 0.26278 -2.34299 -0.86453 -0.009 0.073 -0.016
H -0.48504 0.29205 2.39311 -0.074 -0.022 0.000
H -0.55285 -1.39903 1.70096 -0.040 0.018 0.016
H 2.13618 0.80591 -1.15319 -0.047 -0.035 0.045
H 1.13815 1.54328 0.12784 -0.033 -0.030 -0.004
H 2.34523 0.31105 0.52959 -0.035 -0.011 -0.026
```
Positions in Å, forces in eV/Å.

Values from the calculation:
energy relative to the best compared isomer or geometry (same formula, charge and spin): 117.42 kcal/mol
E: -11349.021 eV
orbital gap: 8.09 eV
multiplicity: 1
lowest unoccupied orbital energy: 0.013 hartree
E_HOMO: -7.745 eV
net charge: 0



# 7
Formula: C5H14O
Source: OMol25
Level of theory: ωB97M-V with the def2-TZVPD basis set

Geometry as XYZ:
```
20
Properties=species:S:1:pos:R:3:forces:R:3
C 0.02117 -1.31476 -5.85200 0.280 0.670 -1.108
C 0.72056 -0.48086 -4.75431 -0.987 -2.219 1.271
C 1.91074 -1.30684 -4.17594 0.740 0.568 -0.526
H 0.10545 -0.90740 -6.86957 0.308 0.257 0.227
H -1.05786 -1.40098 -5.73483 0.043 -0.263 0.384
H 0.51050 -2.28093 -5.93365 -0.393 -0.326 0.193
H 0.04653 -0.61989 -3.90379 -0.366 1.012 -0.093
H 0.79456 0.57387 -4.97823 0.577 0.061 -0.043
H 1.59146 -1.94595 -3.35334 -0.272 -0.066 -0.151
H 2.31298 -1.95711 -4.95273 0.215 0.002 0.035
H 2.75308 -0.74817 -3.76042 -0.144 0.305 -0.190
C -0.44119 1.90458 6.47607 -0.234 1.098 1.208
C -1.72787 1.32007 5.93474 0.164 -1.513 -1.629
O -1.46790 0.67555 4.63331 -0.075 -0.199 1.122
H -0.31841 1.66674 7.53484 -0.258 -0.066 0.136
H 0.47746 1.51721 6.04153 -0.281 0.044 -0.601
H -0.45789 2.99877 6.46402 0.301 -0.113 -0.377
H -2.60343 1.91154 5.67556 0.471 0.882 0.517
H -2.09377 0.56604 6.62672 -0.117 -0.228 0.080
H -1.07618 -0.17150 4.88204 0.029 0.096 -0.456
```
Positions in Å, forces in eV/Å.

Values from the calculation:
energy relative to the best compared isomer or geometry (same formula, charge and spin): 35.19 kcal/mol
E: -7458.260 eV
orbital gap: 11.42 eV
multiplicity: 1
lowest unoccupied orbital energy: 0.039 hartree
structure (SMILES): CCC.CCO
E_HOMO: -10.370 eV
net charge: 0



# 8
Formula: C21H22BrN5O3
Source: OMol25
Level of theory: ωB97M-V with the def2-TZVPD basis set

Geometry as XYZ:
```
52
Properties=species:S:1:pos:R:3:forces:R:3
C 2.91822 3.59345 -1.33810 0.051 -0.205 0.130
C 2.13104 2.47051 -0.71319 0.680 0.031 -0.037
N 2.64419 1.42982 -0.18082 -0.745 0.024 0.232
N 3.97668 1.26737 -0.11621 0.560 0.976 -0.645
C 4.60540 0.20717 0.47694 0.030 0.087 -0.071
O 5.81817 0.20967 0.58549 -0.168 -0.138 0.083
C 3.77226 -0.89469 0.96040 0.666 -0.772 0.739
C 4.13446 -1.93593 1.78284 -0.039 0.754 -0.526
C 2.97581 -2.71702 1.95777 -0.538 0.208 -0.330
C 1.99230 -2.10846 1.22383 0.160 -0.784 0.568
C 0.56280 -2.45218 0.98837 0.306 -0.046 -0.509
N -0.33392 -1.53238 1.65486 -0.026 0.331 0.245
C -0.18272 -0.20972 1.83031 -0.366 0.406 0.291
C -1.35308 0.22729 2.41874 0.222 0.232 -0.018
Br -1.76831 1.99431 2.91448 0.067 -0.263 -0.008
C -2.15420 -0.91113 2.55660 0.276 0.324 -0.075
N -1.51374 -1.96285 2.08360 -0.416 -0.846 0.048
O 2.47414 -1.01077 0.62235 -0.416 -0.162 -0.238
C 0.66615 2.56812 -0.68191 -0.645 0.039 0.048
C 0.04596 3.79799 -0.47144 0.147 -0.096 -0.025
C -1.33261 3.87330 -0.40218 -0.078 -0.048 -0.029
C -2.10191 2.73561 -0.54199 0.099 -0.055 -0.064
C -1.49335 1.49860 -0.75295 0.193 0.237 -0.036
N -2.33044 0.38120 -0.85062 -0.317 0.311 0.038
C -2.02006 -0.91403 -1.13133 -0.568 -0.071 0.249
O -0.90020 -1.30715 -1.38156 0.270 -0.029 -0.198
C -3.24127 -1.82729 -1.14298 0.144 -0.299 -0.150
C -3.83104 -1.80122 -2.55667 -0.017 0.067 0.158
C -2.83978 -3.24258 -0.73947 -0.031 0.225 0.068
C -0.10876 1.41974 -0.82815 0.121 0.034 -0.103
H 2.26273 4.25140 -1.89952 0.033 0.036 -0.018
H 3.66581 3.19210 -2.02349 0.067 0.027 -0.043
H 3.43302 4.17746 -0.57332 0.072 0.080 -0.003
H 4.61036 1.99499 -0.44944 -0.122 -0.228 0.122
H 5.10635 -2.09701 2.20052 0.238 0.028 0.044
H 2.88048 -3.60946 2.54130 -0.101 -0.191 0.118
H 0.33787 -3.45240 1.36192 0.088 0.154 -0.012
H 0.34871 -2.40551 -0.08858 0.033 -0.140 0.247
H 0.69176 0.33045 1.53261 0.231 0.074 -0.077
H -3.13648 -0.99775 2.97426 -0.213 -0.055 0.107
H 0.63571 4.68983 -0.32710 0.082 0.110 -0.025
H -1.81221 4.82376 -0.22526 -0.052 0.086 0.023
H -3.17874 2.80005 -0.47503 -0.123 -0.002 0.005
H -3.30749 0.58805 -0.69131 0.175 -0.191 0.011
H -3.98396 -1.44801 -0.43279 0.064 0.041 -0.025
H -4.12042 -0.79207 -2.84475 -0.055 0.065 -0.097
H -4.70902 -2.44090 -2.60758 -0.076 -0.046 -0.032
H -3.09529 -2.16521 -3.27006 0.062 -0.040 -0.090
H -2.03777 -3.59485 -1.38313 0.057 -0.061 -0.069
H -2.49247 -3.25184 0.29155 0.024 -0.094 0.007
H -3.68820 -3.91557 -0.83242 -0.104 -0.075 -0.024
H 0.37707 0.47577 -1.00535 0.000 -0.047 -0.006
```
Positions in Å, forces in eV/Å.

Values from the calculation:
E: -105769.204 eV
orbital gap: 8.83 eV
multiplicity: 1
lowest unoccupied orbital energy: 0.014 hartree
structure (SMILES): C/C(=N\NC(=O)c1ccc(Cn2cc(Br)cn2)o1)c1cccc(NC(=O)C(C)C)c1
E_HOMO: -8.455 eV
net charge: 0



Question: The lowest E belongs to which entry?
Answer: C21H22BrN5O3



Copy entry 1 word for word.
Formula: C4H14NO2
Source: OMol25
Level of theory: ωB97M-V with the def2-TZVPD basis set

Geometry as XYZ:
```
21
Properties=species:S:1:pos:R:3:forces:R:3
C 0.10005 2.14509 -1.11851 0.434 3.722 -2.556
C -0.24771 0.71541 -0.96690 -0.490 0.284 3.838
C -0.49121 0.44125 0.57290 0.513 -1.759 -0.788
C -1.70847 -1.49342 1.53678 3.015 -0.685 -3.753
N -0.88551 -1.00201 0.62817 -3.295 0.326 1.760
H 0.65632 2.30799 -2.10677 -0.601 -0.267 1.319
H 0.66094 2.78834 -0.38095 -0.027 -1.768 -0.095
H -0.74647 2.84249 -1.24199 -0.293 -0.692 -0.079
H 0.60799 0.14952 -1.20748 0.648 -0.830 -0.561
H -1.16799 0.30463 -1.40633 0.521 0.711 -0.653
H -1.21564 1.09429 1.05833 -0.270 -0.176 -0.127
H 0.36616 0.31185 1.26217 0.281 1.281 -0.762
H -2.36045 -0.77768 1.97174 -0.215 0.063 1.516
H -1.58712 -2.59736 1.54835 -1.372 0.753 0.541
H -0.70739 -1.55346 -0.22269 1.255 -0.399 0.385
H -0.12115 -2.62670 -2.68057 0.435 1.469 1.360
H 1.09123 -1.76947 -2.22330 -0.694 -0.069 0.185
O 0.13843 -1.89399 -2.03131 0.124 -1.866 -1.533
H 2.29211 -0.56477 2.48344 0.675 0.349 -0.129
H 3.03372 0.77726 2.01918 0.076 -0.531 0.057
O 2.29217 0.40076 2.50575 -0.721 0.084 0.076
```
Positions in Å, forces in eV/Å.

Values from the calculation:
energy relative to the best compared isomer or geometry (same formula, charge and spin): 70.49 kcal/mol
E: -9951.704 eV
orbital gap: 9.72 eV
multiplicity: 1
lowest unoccupied orbital energy: -0.186 hartree
E_HOMO: -14.786 eV
net charge: +1



Question: Number 4 is which compound?
Answer: C8H12N2S